Computed, not measured: a structure of composition C24H15MnN5O2S3, with ωB97M-V with the def2-TZVPD basis set.

Values from the calculation:
- HOMO level (spin up / spin down) (Ha) = -0.396 / -0.396
- LUMO (spin up / spin down) (eV) = -5.58 / -5.62

Structure (ORCA input):
```
! RIJCOSX wB97M-V def2-TZVPD def2/J DEFGRID3
* xyz 1 5
Mn -1.0705 -0.1494 -0.8243
O -2.9961 -0.7834 -7.2931
C -3.8244 -0.5351 -6.4220
O -5.0316 -0.3383 -6.3183
C -3.0989 -0.4338 -4.9530
C -1.7279 -0.6261 -4.8466
C -1.1458 -0.5359 -3.6012
N -1.8894 -0.2652 -2.5044
C -3.2258 -0.0780 -2.6066
C -3.8614 -0.1574 -3.8257
C -3.8357 0.2008 -1.3026
C -5.1787 0.4345 -1.0882
C -5.6217 0.6876 0.2012
C -4.7030 0.6997 1.2404
C -3.3747 0.4574 0.9596
N -2.9317 0.2097 -0.2843
C 0.2738 -0.7036 -3.2715
C 1.2685 -0.9845 -4.1857
C 2.5747 -1.1187 -3.7397
C 2.8449 -0.9663 -2.3884
C 1.8048 -0.6852 -1.5259
N 0.5363 -0.5539 -1.9448
H -1.1582 -0.8407 -5.7422
H -4.9289 -0.0128 -3.9373
H -5.8691 0.4192 -1.9194
H -6.6696 0.8739 0.3928
H -5.0018 0.8938 2.2598
H -2.6373 0.4612 1.7459
H 1.0255 -1.0971 -5.2326
H 3.3707 -1.3395 -4.4378
H 3.8466 -1.0629 -1.9971
H 1.9821 -0.5598 -0.4689
S 0.8039 0.1066 6.7020
C 0.9325 0.1083 5.0665
S -0.5041 -0.1114 4.0799
C 0.4904 0.0450 2.6468
N 1.7292 0.2291 2.8981
N 2.0130 0.2694 4.2219
C 3.4076 0.4761 4.5510
C 4.2983 0.7040 3.4944
C 5.6416 0.9083 3.7452
C 6.1234 0.8894 5.0450
C 5.2461 0.6631 6.0888
C 3.8932 0.4564 5.8545
S -0.0862 -0.0422 1.0364
H 3.9289 0.7249 2.4845
H 6.3140 1.0853 2.9166
H 7.1752 1.0518 5.2397
H 5.6104 0.6451 7.1067
H 3.2372 0.2807 6.6841
*
```


Computed, not measured: a structure of composition C24H16BrCl3LiN2O3, with ωB97M-V with the def2-TZVPD basis set.

Values from the calculation:
- HOMO level (Ha) = -0.153
- LUMO (eV) = 1.95

Structure (ORCA input):
```
! RIJCOSX wB97M-V def2-TZVPD def2/J DEFGRID3
* xyz -1 1
Li 7.3843 -17.2273 -0.7323
Cl 5.8062 -22.9017 3.5426
C 5.8605 -21.6132 2.3946
C 5.4071 -21.8230 1.1003
C 5.3518 -20.7606 0.2156
C 5.8432 -19.4211 0.5107
O 5.9502 -18.5281 -0.3555
C 6.2623 -19.2659 1.9594
C 6.8328 -18.0216 2.4006
N 7.2154 -17.1327 1.5312
C 7.9586 -16.0445 1.9352
C 8.4698 -15.9148 3.2553
C 9.0426 -14.7235 3.6426
C 9.2522 -13.6812 2.7137
C 8.8486 -13.7684 1.3840
C 8.9562 -12.7356 0.4161
C 8.3482 -12.8846 -0.8327
C 7.7513 -14.1141 -1.1513
N 7.7007 -15.1217 -0.2759
C 8.1456 -14.9770 0.9564
C 6.3293 -20.3903 2.7905
H 5.0866 -22.8453 0.8046
H 4.8816 -20.8806 -0.7646
H 6.9329 -17.8819 3.4707
H 8.2511 -16.7226 3.9304
H 9.4475 -14.5501 4.6539
H 9.7126 -12.7897 3.1363
H 9.4807 -11.8218 0.6682
H 8.3782 -12.0399 -1.5400
H 7.2885 -14.2856 -2.1081
H 6.6726 -20.3459 3.8214
Br 12.8946 -20.0381 -6.6529
C 11.7301 -19.2038 -5.3713
C 10.4024 -18.8553 -5.6731
C 9.5901 -18.3173 -4.7109
C 10.0721 -18.2325 -3.4058
C 11.4313 -18.4212 -3.1541
C 12.2721 -18.9897 -4.0955
C 9.1589 -17.8414 -2.2878
O 8.0346 -17.3543 -2.6878
O 9.5053 -18.0414 -1.1032
H 10.0762 -19.1150 -6.6984
H 8.5392 -18.1309 -4.9600
H 11.7657 -18.2290 -2.1425
H 13.3352 -19.2111 -3.9105
Cl 3.4086 -15.3256 2.0605
C 2.9488 -13.6180 2.3254
Cl 4.2700 -12.5451 2.7651
H 2.2213 -13.6127 3.1169
H 2.5556 -13.2760 1.3698
*
```


Computed, not measured: a structure of composition C24H16CaN6O2, with ωB97M-V with the def2-TZVPD basis set.

Values from the calculation:
- HOMO level (Ha) = -0.245
- LUMO (eV) = -1.58

Structure (ORCA input):
```
! RIJCOSX wB97M-V def2-TZVPD def2/J DEFGRID3
* xyz 0 1
Ca -0.1272 0.3914 0.0000
O 2.4699 3.8478 0.0008
C 1.9335 2.7370 -0.0002
N 0.6358 2.4300 0.0004
C -0.3545 3.4050 0.0003
C -0.1036 4.7852 0.0002
C -1.1269 5.7109 0.0000
C -2.4455 5.2824 0.0000
C -2.7290 3.9320 -0.0002
C -1.7147 2.9631 -0.0003
N -1.9425 1.5922 -0.0004
C -3.1737 1.0779 0.0002
O -4.2594 1.6608 -0.0008
C -3.2443 -0.4393 0.0026
C -4.5340 -0.9795 -0.0007
C -4.7195 -2.3437 -0.0007
C -3.5887 -3.1486 0.0047
C -2.3476 -2.5367 0.0114
N -2.1621 -1.2173 0.0095
C 2.8829 1.5516 -0.0026
C 4.2438 1.8725 0.0007
C 5.1957 0.8780 0.0007
C 4.7540 -0.4380 -0.0047
C 3.3903 -0.6724 -0.0114
N 2.4647 0.2861 -0.0095
H 0.9138 5.1392 0.0002
H -0.8936 6.7663 -0.0001
H -3.2546 5.9990 0.0002
H -3.7601 3.6202 -0.0002
H -5.3593 -0.2876 -0.0031
H -5.7124 -2.7705 -0.0043
H -3.6750 -4.2233 0.0042
H -1.4577 -3.1544 0.0199
H 4.5049 2.9174 0.0031
H 6.2498 1.1162 0.0043
H 5.4555 -1.2567 -0.0042
H 3.0334 -1.6951 -0.0199
N 2.2671 -6.9783 0.0000
C 1.9125 -5.8872 0.0000
C 1.4764 -4.5447 0.0000
C 1.2452 -3.8641 -1.2038
C 0.8202 -2.5514 -1.1435
N 0.6177 -1.9006 0.0000
C 0.8363 -2.5462 1.1435
C 1.2637 -3.8581 1.2038
H 1.3961 -4.3594 -2.1501
H 0.6305 -1.9853 -2.0530
H 0.6573 -1.9765 2.0529
H 1.4326 -4.3475 2.1501
*
```


Computed, not measured: the molecule C24H16N2O4, with ωB97M-V with the def2-TZVPD basis set.

Values from the calculation:
- SMILES = O=C1NC(=O)[C@@](c2ccccc2)(c2ccc(-c3ccc4ccccc4c3)[nH]c2=O)O1
- HOMO level (Ha) = -0.310
- LUMO (eV) = -0.34

Structure (ORCA input):
```
! RIJCOSX wB97M-V def2-TZVPD def2/J DEFGRID3
* xyz 0 1
O -5.1892 2.4287 -0.9189
C -4.4617 1.8933 -0.1243
N -4.8218 0.6948 0.3245
C -3.7365 0.2851 1.0328
O -3.7702 -0.8802 1.3687
C -2.6938 1.3797 1.2237
C -2.6338 1.8501 2.6671
C -2.6211 0.9341 3.7571
C -2.5368 1.4302 5.0774
C -2.5417 2.7920 5.3353
C -2.5452 3.7140 4.2805
C -2.5681 3.2365 2.9449
C -1.3172 0.9817 0.6895
C -0.1671 1.2520 1.3744
C 1.1186 0.8642 0.8024
C 1.2231 0.2733 -0.4327
C 2.5510 0.0173 -1.0404
C 2.8729 0.4205 -2.3681
C 4.1468 0.0646 -2.9090
C 5.0544 -0.6713 -2.1251
C 6.3183 -0.9944 -2.6342
C 7.1938 -1.8145 -1.8961
C 6.7919 -2.2665 -0.6399
C 5.5868 -1.8278 -0.1156
C 4.6838 -1.0607 -0.8431
C 3.4568 -0.7350 -0.2910
N 0.0762 0.0171 -1.1477
C -1.1673 0.3331 -0.6426
O -2.1362 0.0917 -1.3422
O -3.2870 2.3965 0.3677
H -5.1985 0.0775 -0.3532
H -2.5872 -0.1301 3.5902
H -2.4694 0.7299 5.8981
H -2.3851 3.1566 6.3483
H -2.5622 4.7808 4.4654
H -2.5275 3.9484 2.1550
H -0.1327 1.6910 2.3734
H 1.9939 1.1388 1.3883
H 2.1461 0.9240 -2.9916
H 4.4392 0.3788 -3.9025
H 6.5626 -0.6336 -3.6383
H 8.1052 -2.1702 -2.2972
H 7.4471 -2.9057 -0.0492
H 5.3400 -2.1352 0.8824
H 3.2135 -1.0858 0.7245
H 0.0774 -0.5232 -2.0263
*
```


Computed, not measured: a structure of composition C24H17CdN4O4, with ωB97M-V with the def2-TZVPD basis set.

Values from the calculation:
- HOMO level (Ha) = -0.173
- LUMO (eV) = 2.30

Structure (ORCA input):
```
! RIJCOSX wB97M-V def2-TZVPD def2/J DEFGRID3
* xyz -1 1
Cd 0.3332 1.0012 -0.5293
O -2.5991 1.8395 -3.5116
C -1.6314 1.4309 -2.8729
O -0.9486 2.0614 -2.0151
C -1.1930 -0.0160 -3.1881
C -1.9406 -0.7266 -4.1571
C -1.5988 -2.0077 -4.4551
C -0.4934 -2.5979 -3.8003
C -0.0843 -3.9257 -4.0493
C 0.9992 -4.4520 -3.4047
C 1.7308 -3.6575 -2.5003
C 1.3610 -2.3663 -2.2437
C 0.2225 -1.8065 -2.8667
N -0.1542 -0.5274 -2.5748
H -2.7678 -0.2147 -4.6250
H -2.1496 -2.5840 -5.1900
H -0.6461 -4.5142 -4.7661
H 1.3000 -5.4763 -3.5869
H 2.5945 -4.0830 -2.0051
H 1.9121 -1.7554 -1.5444
O 1.5620 -0.8399 0.3967
N 0.9120 -1.5261 1.2385
N -0.3485 -1.3155 1.3107
O -1.0386 -0.4551 0.6024
C -1.0667 -2.0930 2.2731
C -0.4559 -3.1203 2.9908
C -1.2009 -3.8383 3.9094
C -2.5420 -3.5466 4.1196
C -3.1413 -2.5262 3.3984
C -2.4092 -1.7984 2.4734
H 0.5865 -3.3390 2.8216
H -0.7320 -4.6392 4.4677
H -3.1152 -4.1162 4.8407
H -4.1873 -2.2958 3.5563
H -2.8472 -1.0001 1.8939
C 0.8204 2.1840 1.3219
C 1.2984 3.5543 1.3788
C 0.4156 4.6512 1.4313
C 0.8725 5.9416 1.5704
C 2.2452 6.2081 1.6494
C 3.1411 5.1360 1.5545
C 2.6770 3.8494 1.4109
C 2.7183 7.5367 1.8300
N 3.0995 8.6142 1.9822
H -0.1598 2.0676 1.7850
H 1.5365 1.4879 1.7577
H -0.6491 4.4629 1.3643
H 0.1766 6.7697 1.6235
H 4.2047 5.3354 1.6010
H 3.3811 3.0290 1.3323
*
```


Computed, not measured: a structure of composition C24H17F5MgN4O2Se, with ωB97M-V with the def2-TZVPD basis set.

Values from the calculation:
- HOMO level (Ha) = -0.253
- LUMO (eV) = -0.55

Structure (ORCA input):
```
! RIJCOSX wB97M-V def2-TZVPD def2/J DEFGRID3
* xyz 0 1
Mg -8.6077 -15.7241 3.0627
O -11.2153 -16.9894 0.0744
C -10.3999 -16.5022 0.8548
N -9.9596 -16.8855 2.0288
C -10.9157 -17.7351 2.6463
C -10.7482 -17.5776 4.1113
C -11.4867 -18.3318 5.0261
C -11.3657 -18.0418 6.3937
C -10.3503 -17.2303 6.8303
C -9.6360 -16.5521 5.8894
N -9.7698 -16.7234 4.5385
C -9.6600 -15.3180 0.3739
C -9.8780 -14.9113 -0.9520
C -9.0981 -13.9026 -1.4728
C -8.1888 -13.1856 -0.6509
C -8.0945 -13.6349 0.6517
N -8.8208 -14.6443 1.1715
H -10.6766 -18.7921 2.4011
H -11.9077 -17.5678 2.2710
H -12.1911 -19.1153 4.6717
H -12.1734 -18.3593 7.0788
H -10.1253 -17.0699 7.9012
H -8.8721 -15.8340 6.1985
H -10.6493 -15.3625 -1.5238
H -9.0282 -13.7891 -2.5844
H -7.6000 -12.3355 -1.0108
H -7.3464 -13.1201 1.2569
O -6.7242 -16.5137 2.9496
C -5.9962 -16.0811 4.2020
C -6.4238 -14.7216 4.7243
C -5.8146 -14.1485 5.8159
C -6.1752 -12.8442 6.1512
C -7.1766 -12.2315 5.4579
C -7.8957 -12.9522 4.5321
N -7.5342 -14.2322 4.1739
H -6.0477 -16.2427 2.2089
H -4.9339 -16.1876 4.0583
H -6.2736 -16.8780 4.9246
H -5.1232 -14.7161 6.4552
H -5.7401 -12.3314 7.0056
H -7.4950 -11.2193 5.7868
H -8.6154 -12.4711 3.9369
F -3.9737 -10.1947 2.1553
C -4.1021 -11.4671 1.7171
C -3.7028 -12.5503 2.5418
F -2.9185 -12.3111 3.6371
C -3.9025 -13.8537 2.1993
F -3.5398 -14.8821 3.0788
C -4.4635 -14.2102 0.9630
Se -4.8562 -15.9995 0.5056
C -4.6564 -13.0901 0.1222
F -4.9431 -13.4571 -1.1670
C -4.5155 -11.7466 0.4102
F -4.8257 -10.8034 -0.4815
*
```


Computed, not measured: a structure of composition C24H17N5O8Ti, with ωB97M-V with the def2-TZVPD basis set.

Values from the calculation:
- HOMO level (Ha) = -0.303
- LUMO (eV) = -0.79

Structure (ORCA input):
```
! RIJCOSX wB97M-V def2-TZVPD def2/J DEFGRID3
* xyz 0 1
Ti 2.0494 -0.4856 -0.6809
C -5.2338 -4.0006 2.4435
O -4.5866 -2.8067 2.8700
C -4.7576 -1.7003 2.1150
C -5.6728 -1.5973 1.0752
C -5.7454 -0.4155 0.3431
C -4.8794 0.6311 0.5943
C -4.0086 0.5421 1.6844
C -3.9640 -0.6040 2.4477
N -5.0226 1.7998 -0.2591
N -4.0522 2.4943 -0.6409
C -2.6710 2.0787 -0.4912
C -1.8049 2.9564 0.0845
C -0.4239 2.6844 0.2121
C 0.0836 1.5275 -0.2824
O 1.3788 1.1746 -0.2518
C -0.7863 0.6243 -0.9315
N -0.1668 -0.4767 -1.4474
C -0.8759 -1.3203 -2.1520
C -2.2449 -1.1282 -2.3925
C -2.8782 -0.0411 -1.8619
C -2.1523 0.8828 -1.0746
H -4.8791 -4.7870 3.1004
H -4.9698 -4.2415 1.4118
H -6.3199 -3.9217 2.5321
H -6.3432 -2.4139 0.8400
H -6.4655 -0.3091 -0.4621
H -3.3873 1.3834 1.9501
H -3.3081 -0.6811 3.3068
H -2.2065 3.8830 0.4811
H 0.2385 3.3979 0.6881
H -0.3660 -2.1804 -2.5678
H -2.7800 -1.8382 -3.0071
H -3.9261 0.1241 -2.0667
O 2.8274 -0.5055 1.1253
N 3.8635 0.2272 1.3132
N 4.3623 0.6339 0.2280
O 3.8156 0.2882 -0.9324
C 5.5907 1.3987 0.2178
C 5.9717 1.9870 -0.9717
C 7.1570 2.7045 -1.0083
C 7.9387 2.8221 0.1309
C 7.5312 2.2251 1.3178
C 6.3520 1.5050 1.3709
H 5.3467 1.8763 -1.8466
H 7.4678 3.1726 -1.9329
H 8.8691 3.3755 0.0964
H 8.1396 2.3152 2.2082
H 6.0255 1.0284 2.2864
O 1.5125 -4.3015 -1.1573
C 1.7284 -3.1439 -1.2508
O 1.5846 -2.2177 -0.2862
C 2.2355 -2.4537 -2.5724
O 2.4787 -3.0461 -3.5660
O 2.3297 -1.1262 -2.3808
*
```


Computed, not measured: a structure of composition C24H17N5S6W, with ωB97M-V with the def2-TZVPD basis set.

Values from the calculation:
- HOMO level (spin up / spin down) (Ha) = -0.273 / -0.273
- LUMO (spin up / spin down) (eV) = -1.34 / -1.34

Structure (ORCA input):
```
! RIJCOSX wB97M-V def2-TZVPD def2/J DEFGRID3
* xyz 0 1
W -0.3369 -0.5080 0.2376
C -0.4895 0.4889 5.7895
C 0.1404 1.5158 5.0932
C -0.0165 1.6283 3.7229
C -0.8059 0.7065 3.0374
C -1.4184 -0.3296 3.7305
C -1.2660 -0.4304 5.1070
N -0.9723 0.8054 1.6294
C -1.5471 1.9682 1.1135
C -2.2185 2.9440 1.8530
C -2.8287 3.9993 1.1963
C -2.8025 4.0993 -0.1905
C -2.1369 3.1350 -0.9320
C -1.4929 2.0994 -0.2791
N -0.7751 1.1152 -1.0312
N 0.5708 1.1399 -0.6590
C 1.3374 0.3934 -1.5893
C 2.0623 0.8351 -2.6807
C 2.7997 -0.1220 -3.3575
C 2.7899 -1.4544 -2.9459
C 2.0162 -1.8170 -1.8622
N 1.3153 -0.8845 -1.2188
H -0.3615 0.4042 6.8605
H 0.7626 2.2265 5.6213
H 0.4805 2.4122 3.1669
H -1.9864 -1.0742 3.1865
H -1.7424 -1.2438 5.6387
H -2.2811 2.8663 2.9301
H -3.3522 4.7463 1.7793
H -3.2905 4.9276 -0.6858
H -2.0914 3.1765 -2.0125
H 2.0521 1.8774 -2.9622
H 3.3994 0.1663 -4.2107
H 3.3737 -2.2001 -3.4653
H 1.9411 -2.8284 -1.4848
S -1.2718 -1.7579 -1.8201
C -2.7216 -1.1420 -1.1959
N -2.6428 -0.6774 0.0297
C -3.8592 -0.1189 0.4385
C -4.1832 0.3961 1.6898
C -5.4638 0.8656 1.9084
C -6.4349 0.8198 0.9088
C -6.1379 0.2858 -0.3300
C -4.8489 -0.1794 -0.5522
S -4.2277 -0.9233 -2.0012
H -3.4496 0.4305 2.4789
H -5.7147 1.2755 2.8779
H -7.4300 1.1952 1.1053
H -6.8884 0.2288 -1.1070
S 1.7931 -0.2771 1.5418
S 1.6603 -1.6132 3.0794
S 1.3735 -3.3095 1.9891
S -0.3451 -2.7913 0.9299
*
```


Computed, not measured: a structure of composition C24H18Cl2I2N4O3SZn, with ωB97M-V with the def2-TZVPD basis set.

Values from the calculation:
- HOMO level (Ha) = -0.275
- LUMO (eV) = -0.52

Structure (ORCA input):
```
! RIJCOSX wB97M-V def2-TZVPD def2/J DEFGRID3
* xyz 0 1
Zn 0.0631 0.5788 -0.0723
I 0.6307 -0.6633 -7.5588
C 0.1533 -0.3550 -5.5188
C -0.9323 -1.0158 -4.9666
C -1.2292 -0.7841 -3.6463
I -2.8162 -1.7411 -2.6417
C -0.5011 0.1106 -2.8422
O -0.8717 0.3122 -1.6203
C 0.5985 0.7585 -3.4438
C 1.3774 1.7425 -2.6181
N 1.8295 1.1497 -1.3522
C 2.7024 2.0603 -0.6203
C 1.9798 2.7464 0.5004
C 2.3974 3.9877 0.9622
C 1.7236 4.5772 2.0139
C 0.6784 3.8823 2.6003
C 0.3385 2.6431 2.0916
N 0.9574 2.1032 1.0487
C 0.9249 0.5112 -4.7649
H -1.5231 -1.6951 -5.5619
H 2.2393 2.1107 -3.1979
H 0.7432 2.6035 -2.3720
H 2.3407 0.2994 -1.5736
H 3.5244 1.4913 -0.1755
H 3.1447 2.8181 -1.2809
H 3.2277 4.4845 0.4891
H 2.0037 5.5581 2.3654
H 0.1272 4.3040 3.4227
H -0.4802 2.0705 2.4925
H 1.7739 1.0154 -5.2080
Cl -5.7296 -2.4014 3.1804
C -4.5065 -1.4561 2.4078
C -4.6683 -0.0589 2.3648
C -3.6786 0.7119 1.8279
Cl -3.8235 2.4236 1.7479
C -2.4466 0.1567 1.3428
O -1.5232 0.9311 0.9620
C -2.3611 -1.2720 1.3348
C -1.2309 -1.8994 0.7605
O -0.1494 -1.3901 0.4288
C -3.4092 -2.0593 1.8629
H -5.5732 0.3886 2.7449
H -1.3379 -2.9873 0.6066
H -3.3201 -3.1369 1.8641
S 3.2057 -0.8197 0.9930
C 2.2900 -2.0622 1.5533
N 2.1148 -3.1791 0.7460
C 1.3093 -4.1924 1.0984
C 0.6845 -4.1646 2.3132
C 0.9665 -3.0460 3.1348
N 1.7276 -2.0622 2.7721
H 2.5708 -3.1567 -0.1576
H 1.1959 -5.0078 0.3955
H 0.0319 -4.9570 2.6391
H 0.5352 -2.9676 4.1250
*
```


For reference, max |F| by record: 1.4; 2.7; 1.8; 4.7; 0.5; 2.9; 1.4; 0.8; 1.7 eV/Å.